Entry from OMol25: a structure of composition C36H50BrN8 at a distorted geometry (ωB97M-V/def2-TZVPD).

```
95
Properties=species:S:1:pos:R:3:forces:R:3:mulliken_charge:R:1
C 6.6848 -2.9511 -6.0713 -0.0666 0.0827 1.3814 -0.9755
N 5.6072 -2.0044 -6.4855 0.9663 -0.1838 0.9744 0.0050
C 5.6219 -0.7700 -5.8767 1.1158 -1.9975 -0.1371 -0.3540
C 4.7411 0.1614 -6.2312 -1.5070 1.7504 -0.8979 -0.5607
C 3.8599 -0.1446 -7.2739 -1.5009 -0.1463 -1.5558 0.7014
C 3.8311 -1.4009 -7.8777 1.2243 -0.7268 0.6566 -0.6467
C 4.7216 -2.3795 -7.4012 0.1703 0.9011 -0.2331 -0.1967
C 2.8731 0.8639 -7.8589 0.6875 0.3482 1.1444 0.6517
C 3.0856 1.4314 -9.1119 -0.0453 -0.2258 0.1253 -0.5792
C 2.1764 2.3973 -9.5359 0.3489 -0.2863 -0.3323 -0.1304
N 1.1209 2.7758 -8.8092 0.4775 0.2628 0.4269 -0.0203
C 0.9480 2.2704 -7.5791 0.0074 -0.0605 0.2191 -0.3885
C 1.8079 1.3425 -7.0676 0.2238 -0.6875 0.1500 -0.5253
C 0.1415 3.7828 -9.2823 -0.4744 -0.1876 0.2051 -0.8958
H 6.4900 -3.9770 -6.2935 -0.8273 -0.5456 -0.4518 0.3712
H 6.7345 -2.9076 -4.9699 0.3267 0.1419 -0.5563 0.3840
H 7.6357 -2.7593 -6.5438 0.1826 0.7006 -0.0687 0.3546
H 6.4015 -0.6191 -5.1504 0.1101 -0.0242 0.1067 0.4838
H 4.7452 1.1822 -5.8337 0.1319 -0.5759 0.0974 0.4985
H 3.2687 -1.6718 -8.7514 -0.5925 0.2274 -0.0222 0.4928
H 4.8584 -3.4077 -7.7481 -0.4336 0.4770 -0.1738 0.4312
H 3.9533 1.1335 -9.7347 -0.8037 0.3924 0.3606 0.4932
H 2.2958 2.8830 -10.4800 -0.0021 0.2134 -0.4680 0.4278
H 0.1254 2.6398 -6.9917 -0.2329 0.1374 -0.1061 0.4764
H 1.5884 0.9763 -6.0569 0.3577 0.0431 -0.5042 0.4375
H 0.1054 4.6687 -8.6195 -0.2051 -0.8657 0.0099 0.3663
H -0.7959 3.2136 -9.4123 0.1890 0.7814 0.2371 0.3857
H 0.4468 4.1642 -10.2269 0.3158 0.0544 -0.8751 0.3121
C 0.2087 -4.0722 2.1207 1.1068 0.2127 -0.3678 -0.7465
N -0.3503 -3.8132 3.4773 0.2562 -0.2614 -0.2343 0.1856
C -0.1181 -4.6534 4.4884 0.8390 -1.5061 0.2001 -0.1926
C -0.8069 -4.5743 5.6830 1.4987 -1.5478 -0.4932 -0.6798
C -1.7215 -3.5689 5.8038 -0.1329 0.2996 1.5139 0.8790
C -1.7844 -2.5929 4.8439 -0.7342 0.2708 -0.1695 -0.7435
C -1.1200 -2.7251 3.6588 -0.1629 -0.6116 -0.5316 0.3188
C -2.5628 -3.4588 7.0117 -1.1378 -0.2122 0.6949 0.6740
C -2.0505 -3.7116 8.3078 -1.7525 1.0037 0.1201 -0.8530
C -2.8464 -3.4544 9.4351 -0.6745 0.1060 -3.1356 -0.2471
N -4.1369 -3.0677 9.2452 -0.3257 -1.0777 0.9526 0.0064
C -4.7250 -3.0291 8.0255 1.6559 0.4667 -0.2923 -0.2173
C -3.9372 -3.1502 6.8582 -0.3372 -0.2119 1.5735 -0.6148
C -4.9697 -2.7887 10.5051 0.3669 0.6420 -1.4497 -0.8879
H 0.2952 -3.0624 1.6648 0.3033 -0.8438 0.0805 0.2427
H -0.4801 -4.6425 1.4712 0.1065 0.1840 0.7229 0.2899
H 1.1947 -4.6331 2.2056 -1.2928 0.8817 -0.0082 0.3220
H 0.6265 -5.4741 4.3443 -0.7921 0.8878 -0.1540 0.3551
H -0.5596 -5.3828 6.4002 -0.5886 0.8499 -0.2633 0.4302
H -2.4771 -1.7878 4.9881 -0.0600 0.4778 -0.1430 0.5970
H -1.3075 -2.1195 2.7379 0.2291 0.0518 0.6947 -0.3439
H -1.0454 -3.9941 8.4636 0.9329 -0.2633 0.0570 0.4923
H -2.5019 -3.5311 10.4215 0.4111 -0.0882 1.1925 0.4781
H -5.7732 -2.7801 8.0425 -0.1362 -0.0633 -0.2272 0.4468
H -4.4495 -3.0422 5.8991 0.4364 -0.0665 0.2636 0.4831
H -5.4720 -3.6615 10.9168 -0.0288 -0.1227 -0.4950 0.3095
H -5.6486 -1.9804 10.1853 0.1301 -0.4762 0.6345 0.3872
H -4.2441 -2.4406 11.2164 0.0113 0.3759 0.4274 0.3607
C 2.4006 3.3104 3.0042 -1.9660 -0.8506 2.0057 -1.1098
C 3.3719 4.1651 2.3024 0.8155 -1.2006 -0.5658 -0.4406
N 4.0349 5.0107 3.2380 0.2997 2.6905 0.4955 0.2132
C 4.9678 4.7097 4.1854 0.3082 -0.9022 -0.1471 -0.3737
C 5.4340 5.8568 4.6913 0.0018 1.0238 -0.0113 -0.4043
N 4.7763 6.8891 4.0547 0.1789 -1.4790 0.9669 0.0301
C 3.9319 6.3502 3.2415 -0.3208 -1.2416 -1.1149 -0.1716
C 4.8364 8.2922 4.3414 -0.4059 0.2356 -0.3302 -0.7708
H 2.8381 2.7812 3.8825 -0.1873 0.1334 -0.8022 0.3086
H 1.8250 2.6166 2.3983 0.5609 -0.3100 -0.3778 0.3963
H 1.5585 3.9081 3.4397 0.8806 -0.0053 -0.2198 0.3061
H 2.8736 4.7482 1.5816 -0.5480 1.0831 -0.7848 0.3068
H 4.1588 3.6497 1.7364 -0.2524 -0.3127 0.2688 0.3491
H 5.2600 3.7077 4.3772 0.1719 -0.5164 0.1935 0.4572
H 6.1557 6.1092 5.4124 0.7536 -0.1915 0.7786 0.4789
H 3.3231 6.9277 2.6270 -1.1121 0.5691 -1.0187 0.4284
H 3.8507 8.6010 4.6865 0.1576 0.3135 -0.0962 0.3649
H 5.1485 8.7813 3.4224 0.0313 0.4593 0.2968 0.3332
H 5.5362 8.3800 5.1326 0.7061 0.6469 0.5750 0.2970
C -4.9643 0.5864 0.4234 -0.8351 -0.1936 0.7831 -0.7723
C -5.5260 0.9232 -0.9473 1.2628 0.0728 -0.0935 -0.4502
N -5.9289 -0.2531 -1.7080 0.5752 -2.1672 -0.6045 0.1797
C -7.1811 -0.5701 -2.1645 0.0338 -0.4683 -1.4236 -0.3042
C -7.0731 -1.7015 -2.9306 0.4254 -0.3034 -0.1566 -0.3039
N -5.7469 -2.1347 -2.9066 -0.8629 3.6800 3.1242 0.1414
C -5.0904 -1.2447 -2.1216 -0.8172 0.4922 0.1102 -0.2299
C -5.0941 -3.2857 -3.3836 0.7602 0.0410 -2.4928 -0.8175
H -5.6749 -0.1085 0.9316 0.4229 0.4287 -0.3666 0.3065
H -4.9626 1.4981 1.0490 0.2497 -0.3838 -0.4082 0.3539
H -3.9934 0.1107 0.4363 0.3247 0.0384 -0.1190 0.0643
H -4.8597 1.4801 -1.6262 0.0226 -0.0905 0.5864 0.2906
H -6.3665 1.5397 -0.7801 -1.2115 0.4748 -0.2127 0.3531
H -8.0364 0.0836 -2.1374 0.0774 0.0773 0.4047 0.3887
H -7.7902 -2.1847 -3.5712 -0.1639 -0.0581 0.1848 0.4330
H -4.0602 -1.3643 -1.8071 -0.0987 0.2011 -0.0726 0.3357
H -4.0464 -2.9885 -3.5156 -0.2059 -0.3348 -0.1997 0.3347
H -5.5422 -3.4574 -4.3802 0.4724 -0.6587 0.5488 0.3522
H -5.1096 -4.1080 -2.7172 -0.4963 -0.8761 0.5254 0.3175
Br -1.5460 -1.3157 0.9553 -0.2816 0.5245 -1.1055 -0.7042
```
Positions in Å, forces in eV/Å.

Results
2S+1: 1
gap between HOMO and LUMO: 5.48 eV
net charge: +5